Entry 1
# C3H6N4O

A 2-piece molecular cluster, C3H6N4O overall (ωB97M-V/def2-TZVPD, the Open Molecules 2025 dataset).

Each line ends with the natural charge from an NBO analysis.
CARTESIAN COORDINATES (ANGSTROEM)
1 C -0.01551 -1.84745 0.22281  0.4511
2 C 0.55589 0.52300 0.31594  0.2528
3 C -0.67367 2.61723 -0.29483  0.5138
4 H 0.03395 -3.53305 -1.18493  0.4505
5 H -1.60691 -2.08329 -1.48598  0.4120
6 H 0.78539 -0.96841 1.70611  0.2953
7 H 1.48083 0.15825 0.82313  0.2010
8 H 1.22918 2.47076 0.04580  0.4324
9 H -1.78721 2.14662 -0.29206  0.1829
10 N -0.41545 -2.59950 -0.70368  -0.7848
11 N 0.61908 -2.11683 1.35357  -0.6858
12 N -0.23696 -0.49249 -0.18490  -0.4976
13 N 0.37765 1.87350 -0.07648  -0.6133
14 O -0.34626 3.85166 -0.24450  -0.6103

Calculated values
LUMO energy: -0.01555 hartree
Kohn-Sham gap: 8.7 eV

=====

Entry 2
# C3H6N4O

C3H6N4O as an isolated structure (ωB97M-V/def2-TZVPD, the Open Molecules 2025 dataset).

Each line ends with the natural charge from an NBO analysis.
CARTESIAN COORDINATES (ANGSTROEM)
1 C 0.40214 0.79143 -0.44938  -0.0607
2 C 0.63225 -0.53212 -0.64771  -0.0004
3 C -0.73260 0.76545 0.44748  0.4421
4 H 0.31881 2.34304 -1.61943  0.3840
5 H 2.14307 2.30065 -0.66029  0.3800
6 H 1.18622 -1.12005 -1.56528  0.2482
7 H 1.19272 -2.63602 1.38022  0.3305
8 H -1.08768 -2.75427 0.96127  0.3977
9 H -2.41034 1.39167 1.03774  0.4930
10 N 1.04193 1.75990 -1.19385  -0.8421
11 N -0.12293 -1.16652 0.21947  -0.0905
12 N 0.09403 -2.46928 0.56706  -0.6413
13 N -0.98409 -0.36196 0.98817  -0.3754
14 O -1.67353 1.68809 0.53454  -0.6651

Calculated values
LUMO energy: 0.01404 hartree
Kohn-Sham gap: 8.4 eV

=====

Entry 3
# C3H6N4O

One molecule with the formula C3H6N4O (ωB97M-V/def2-TZVPD, the Open Molecules 2025 dataset).

Each line ends with the natural charge from an NBO analysis.
CARTESIAN COORDINATES (ANGSTROEM)
1 C -0.75542 1.42676 -0.24331  0.0399
2 C -1.52583 0.81040 0.70002  -0.4106
3 C -1.13283 -0.51194 1.01606  0.6034
4 H 2.02069 1.05355 -0.05252  0.3372
5 H 2.02956 0.44488 -1.52262  0.3576
6 H -0.70965 2.39767 -0.74891  0.2440
7 H -2.39776 1.19742 1.27460  0.2399
8 H 1.53397 -2.14461 -0.10534  0.3831
9 H -0.07751 -2.37352 -0.75376  0.3672
10 N 1.49102 0.99900 -0.91138  -0.6325
11 N 0.25213 0.44651 -0.60510  -0.1094
12 N 0.12101 -0.60133 0.24071  -0.1650
13 N 0.56761 -1.84005 -0.15697  -0.6864
14 O -1.41701 -1.30474 1.86853  -0.5685

Calculated values
SMILES: Nn1ccc(=O)n1N
LUMO energy: 0.01716 hartree
Kohn-Sham gap: 8.9 eV

=====

Entry 4
# C3H6N4O

C3H6N4O as an isolated structure (ωB97M-V/def2-TZVPD, the Open Molecules 2025 dataset).

Each line ends with the natural charge from an NBO analysis.
CARTESIAN COORDINATES (ANGSTROEM)
1 C -0.88191 0.61623 -1.20430  0.5173
2 C 0.53736 0.88112 0.76012  0.3117
3 C 1.53516 -1.04481 1.76443  0.5205
4 H -2.20090 -1.00743 -1.62202  0.4369
5 H -2.13458 -0.27737 0.07311  0.3865
6 H -0.37179 1.68148 -2.83488  0.3324
7 H 0.39975 1.27182 2.13018  0.2792
8 H 1.11939 -1.19112 -0.51942  0.4621
9 H 1.96312 -0.06904 2.34024  0.1177
10 N -1.71225 -0.37296 -0.81935  -0.8472
11 N -1.02531 0.82257 -2.47910  -0.7272
12 N -0.20421 1.38615 -0.21629  -0.5280
13 N 1.32855 -0.46829 0.39027  -0.7149
14 O 1.64761 -2.22833 2.23702  -0.5471

Calculated values
LUMO energy: -0.02477 hartree
Kohn-Sham gap: 8.3 eV

=====

Which structure loses on stability? entry 2 does.

=====

Entry 1
# C3H6N4O

One molecule with the formula C3H6N4O (ωB97M-V/def2-TZVPD, the Open Molecules 2025 dataset).

Each line ends with the natural charge from an NBO analysis.
CARTESIAN COORDINATES (ANGSTROEM)
1 C 0.28954 1.50114 0.22386  0.7850
2 C -0.55833 -0.05446 -1.46488  0.2628
3 C 0.14369 -1.95798 0.77627  -0.0882
4 H 0.52342 0.95902 2.22305  0.4299
5 H 0.53317 2.71540 1.79389  0.4165
6 H -0.90655 0.83440 -2.08742  0.2258
7 H -1.09949 -1.37970 -2.78299  0.3534
8 H -0.08007 -2.46682 -0.09052  0.2150
9 H 0.50061 -2.46990 1.66119  0.1771
10 N 0.57341 1.72807 1.53786  -0.8323
11 N -0.08095 0.14066 -0.15344  -0.3356
12 N -0.58288 -1.29043 -1.87877  -0.7056
13 N 0.35252 -0.69423 0.86529  -0.2534
14 O 0.39192 2.43483 -0.62339  -0.6505

Calculated values
SMILES: [H]/N=C/N(N=C)C(N)=O
LUMO energy: 0.03116 hartree
Kohn-Sham gap: 10.3 eV

=====

Entry 2
# C3H6N4O

A 2-piece molecular cluster, C3H6N4O overall (ωB97M-V/def2-TZVPD, the Open Molecules 2025 dataset).

Each line ends with the natural charge from an NBO analysis.
CARTESIAN COORDINATES (ANGSTROEM)
1 C -0.98661 0.44123 0.08133  0.2920
2 C 0.07615 1.53299 0.36482  -0.6758
3 C 2.67964 -1.05237 -0.17695  0.2857
4 N -2.31407 0.59829 -0.12938  -0.2817
5 N -0.62295 -0.83353 0.00552  -0.2862
6 N -2.68530 -0.69811 -0.27903  -0.1711
7 N -1.65795 -1.46945 -0.22283  -0.0268
8 O 2.83094 0.10594 -0.05629  -0.5170
9 H -0.39823 2.19436 1.05685  0.2258
10 H 0.40410 2.08439 -0.48214  0.2341
11 H 1.07646 1.18123 0.64773  0.2698
12 H 1.68283 -1.42200 -0.07563  0.1406
13 H -3.63331 -0.86341 -0.49387  0.4193
14 H 3.54829 -1.79956 -0.24012  0.0914

Calculated values
SMILES: Cc1nn[nH]n1.C=O
LUMO energy: 0.04160 hartree
Kohn-Sham gap: 11.0 eV

=====

Which structure loses on stability? entry 2 does.

=====

Entry 1
# C3H6N4O

One molecule with the formula C3H6N4O (ωB97M-V/def2-TZVPD, the Open Molecules 2025 dataset).

Each line ends with the natural charge from an NBO analysis.
CARTESIAN COORDINATES (ANGSTROEM)
1 C -1.81139 -1.40745 0.04158  -0.4213
2 C 0.30511 1.63806 0.03342  -0.0797
3 C 0.33483 0.19744 0.09486  0.2725
4 H -1.76597 -1.70119 1.24486  0.2219
5 H -1.14053 -2.17664 -0.45288  0.2306
6 H -2.65518 -1.51244 -0.52740  0.2230
7 H 1.14368 2.39414 -0.10825  0.2426
8 H 2.61888 0.50283 -0.88733  0.3064
9 H 3.03307 -0.72530 0.26533  0.3603
10 N -0.96455 -0.07103 -0.15887  -0.1113
11 N -0.93601 2.21145 0.01845  -0.0271
12 N 1.27623 -0.61532 0.05119  -0.3600
13 N 2.34418 0.15751 0.19007  -0.6468
14 O -1.78235 1.10792 0.19496  -0.2113

Calculated values
SMILES: Cn1onc/c1=N\N
LUMO energy: 0.00685 hartree
Kohn-Sham gap: 8.4 eV

=====

Entry 2
# C3H6N4O

A 3-piece molecular cluster, C3H6N4O overall (ωB97M-V/def2-TZVPD, the Open Molecules 2025 dataset).

Each line ends with the natural charge from an NBO analysis.
CARTESIAN COORDINATES (ANGSTROEM)
1 C -0.15856 -0.88114 0.56544  0.1881
2 C 0.00975 1.45895 0.27769  0.6792
3 C 0.09680 -0.57438 -0.71577  0.2599
4 H -1.55823 -2.32203 1.08050  0.3662
5 H -0.54419 -2.80823 0.35728  0.3699
6 H -0.29619 0.63583 2.27313  0.4381
7 H -0.46334 3.41540 0.75657  0.3694
8 H 1.70897 -1.57681 -1.08612  0.3501
9 H 0.52810 -0.43384 -2.93047  0.3947
10 N -0.54961 -2.14583 1.26809  -0.7947
11 N -0.20072 0.36033 1.20499  -0.6364
12 N -0.13833 2.75799 0.07004  -0.7531
13 N 0.44781 -1.34254 -1.69176  -0.7505
14 O 0.50286 0.70743 -0.89683  -0.4810

Calculated values
LUMO energy: -0.01058 hartree
Kohn-Sham gap: 7.1 eV

=====

Entry 3
# C3H6N4O

A 2-piece molecular cluster, C3H6N4O overall (ωB97M-V/def2-TZVPD, the Open Molecules 2025 dataset).

Each line ends with the natural charge from an NBO analysis.
CARTESIAN COORDINATES (ANGSTROEM)
1 C 0.18931 1.42007 2.61102  -0.1188
2 C -0.48407 -0.75319 0.11811  0.6870
3 C 0.66051 -0.36995 -2.28683  0.2311
4 H 0.27424 1.32162 3.79799  0.2238
5 H -0.07939 2.73772 2.06606  0.2446
6 H -1.62374 -2.26217 0.11590  0.3354
7 H -0.70395 -1.58480 -1.52089  0.3744
8 H 1.16030 -1.17415 -3.04943  0.2203
9 H 0.63729 1.55078 -1.46689  0.3675
10 N 0.27761 0.12477 1.93629  -0.1056
11 N -1.39712 -1.43369 0.78032  -0.7018
12 N 0.07776 -1.08863 -1.08677  -0.6772
13 N 1.00840 0.98125 -2.33010  -0.6294
14 O 0.00285 0.53037 0.31521  -0.4512

Calculated values
LUMO energy: -0.00816 hartree
Kohn-Sham gap: 9.1 eV

=====

Entry 4
# C3H6N4O

One molecule with the formula C3H6N4O (ωB97M-V/def2-TZVPD, the Open Molecules 2025 dataset).

Each line ends with the natural charge from an NBO analysis.
CARTESIAN COORDINATES (ANGSTROEM)
1 C 0.72003 0.96886 -0.45384  0.3526
2 C 0.99898 -0.32658 -1.07867  -0.1601
3 C -0.92572 -1.37802 0.10002  0.6508
4 H 0.68692 2.77205 0.15177  0.3257
5 H 2.09714 -0.68722 -0.80180  0.2280
6 H 1.22227 -0.26529 -2.07798  0.2407
7 H -2.37847 -1.78834 1.07783  0.3366
8 H -1.09998 -0.09342 1.93623  0.3809
9 H 0.44891 1.37163 1.27576  0.3837
10 N 1.05880 2.22887 -0.72624  -0.6206
11 N -2.02612 -2.08986 0.05528  -0.6225
12 N -0.35545 -0.37014 1.14072  -0.5589
13 N -0.36286 0.97331 0.46919  -0.4449
14 O -0.08446 -1.31587 -1.06825  -0.4919

Calculated values
SMILES: [H]/N=C1/CO/C(=N/[H])NN1
LUMO energy: 0.00996 hartree
Kohn-Sham gap: 9.9 eV

=====

Which structure loses on stability? entry 3 does.

=====

Entry 1
# C3H6N4O

One molecule with the formula C3H6N4O (ωB97M-V/def2-TZVPD, the Open Molecules 2025 dataset).

Each line ends with the natural charge from an NBO analysis.
CARTESIAN COORDINATES (ANGSTROEM)
1 C -2.26845 -0.27348 -0.11422  -0.4400
2 C 0.66796 1.38647 0.46876  -0.0349
3 C 1.19935 0.18568 -0.20814  0.3163
4 H -2.87694 -0.78346 -0.84779  0.2112
5 H -2.25661 -0.83075 0.76418  0.2117
6 H -2.62286 0.89085 -0.18446  0.2490
7 H 1.12638 2.19110 1.23678  0.2546
8 H 2.26023 -1.10288 -0.77164  0.3323
9 H 0.24750 -2.38674 0.41821  0.4808
10 N -1.03337 0.27007 -0.58792  -0.1370
11 N -0.60639 1.44120 0.22945  -0.2303
12 N 2.45157 -0.17442 -0.35516  -0.5315
13 N 0.08856 -0.61494 -0.40202  -0.0934
14 O 0.02832 -1.52795 0.78948  -0.5887

Calculated values
SMILES: [H]/N=c1/cnn(C)n1O
LUMO energy: -0.00739 hartree
Kohn-Sham gap: 9.2 eV

=====

Entry 2
# C3H6N4O

One molecule with the formula C3H6N4O (ωB97M-V/def2-TZVPD, the Open Molecules 2025 dataset).

Each line ends with the natural charge from an NBO analysis.
CARTESIAN COORDINATES (ANGSTROEM)
1 C 0.20837 -1.08814 0.12649  0.6047
2 C 1.98951 0.23792 -0.09091  0.7561
3 C -1.27446 1.07684 -0.36446  -0.4223
4 N 1.38579 -1.09087 -0.20788  -0.5741
5 N 0.98076 1.03661 0.41979  -0.5106
6 N -0.25679 0.46686 0.57283  -0.3056
7 N -0.73531 -2.03405 0.08070  -0.8344
8 O 3.14391 0.56188 -0.22687  -0.5850
9 H -1.51818 2.10979 -0.07252  0.2071
10 H -1.12267 1.11021 -1.42584  0.1937
11 H -2.12658 0.41690 -0.16521  0.1883
12 H 1.19499 1.90170 0.96614  0.4142
13 H -0.34125 -3.02924 -0.16423  0.4499
14 H -1.52809 -1.67642 0.55196  0.4180

Calculated values
SMILES: Cn1[nH]c(=O)nc1N
LUMO energy: 0.02475 hartree
Kohn-Sham gap: 9.6 eV

=====

Entry 3
# C3H6N4O

One molecule with the formula C3H6N4O (ωB97M-V/def2-TZVPD, the Open Molecules 2025 dataset).

Each line ends with the natural charge from an NBO analysis.
CARTESIAN COORDINATES (ANGSTROEM)
1 C -2.42898 0.58910 -0.05845  -0.4231
2 C 1.02090 0.17349 0.06883  0.2646
3 C 2.18567 1.16080 -0.14603  0.2426
4 H -2.54803 0.95799 -1.03118  0.2119
5 H -3.37991 -0.02812 0.25658  0.2132
6 H -2.04417 1.28288 0.91178  0.2141
7 H -0.79893 -0.68364 0.58100  0.3306
8 H 0.23969 -1.57506 -0.32406  0.4040
9 H 2.76371 -2.07051 0.32298  0.4777
10 N -1.03463 -0.20332 -0.30522  -0.4829
11 N -0.02685 0.80063 -0.21023  -0.2435
12 N 1.00161 -1.17700 0.28673  -0.3644
13 N 2.71957 2.31213 -0.01397  -0.2782
14 O 2.33033 -1.53937 -0.33875  -0.5667

Calculated values
SMILES: CN/N=C(/C#N)NO
LUMO energy: 0.01086 hartree
Kohn-Sham gap: 10.1 eV

=====

Which structure loses on stability? entry 3 does.

=====

Entry 1
# C3H3NO2S

One molecule with the formula C3H3NO2S (ωB97M-V/def2-TZVPD, the Open Molecules 2025 dataset).

Each line ends with the natural charge from an NBO analysis.
CARTESIAN COORDINATES (ANGSTROEM)
1 C -0.87159 0.24247 -1.00327  0.6586
2 C -0.29055 1.20982 -0.00634  -0.6757
3 C 0.75202 0.57832 0.84920  0.4519
4 H -1.10339 1.69500 0.55159  0.3034
5 H -0.09872 2.19126 -0.66482  0.3002
6 H -0.45147 -1.71589 -1.57951  0.4197
7 N -0.68976 -1.06782 -0.53199  -0.7531
8 O -1.69437 0.51388 -1.88992  -0.5550
9 O 1.36073 1.16800 1.71184  -0.4998
10 S 0.72573 -1.27089 0.48773  0.3499

Calculated values
SMILES: O=C1CC(=O)SN1
LUMO energy: -0.00456 hartree
Kohn-Sham gap: 9.5 eV

=====

Entry 2
# C3H3NO2S

One molecule with the formula C3H3NO2S (ωB97M-V/def2-TZVPD, the Open Molecules 2025 dataset).

Each line ends with the natural charge from an NBO analysis.
CARTESIAN COORDINATES (ANGSTROEM)
1 C -0.14111 -0.09793 -0.68610  0.7529
2 C 0.95287 0.02348 1.22537  0.0165
3 C 1.47072 0.92118 0.37175  0.0618
4 H -2.71852 -1.20027 -0.10982  0.1156
5 H 1.01392 -0.13508 2.21957  0.2186
6 H 2.24416 1.70579 0.47652  0.2301
7 N -1.12314 -0.15379 -1.52101  -0.6612
8 O -0.16861 -0.55194 0.53235  -0.4469
9 O 0.86855 0.88947 -0.94262  -0.4340
10 S -2.39884 -1.40090 -1.56601  0.1467

Calculated values
SMILES: SN=c1occo1
LUMO energy: 0.02472 hartree
Kohn-Sham gap: 9.2 eV

=====

Entry 3
# C3H3NO2S

A 2-piece molecular cluster, C3H3NO2S overall (ωB97M-V/def2-TZVPD, the Open Molecules 2025 dataset).

Each line ends with the natural charge from an NBO analysis.
CARTESIAN COORDINATES (ANGSTROEM)
1 C -1.14603 0.51269 -0.15590  -0.2685
2 C -0.23344 0.84781 -1.07292  -0.3533
3 C -0.60817 -0.43967 0.79954  0.1408
4 N 0.62198 -0.69796 0.63442  -0.4489
5 O 1.35500 -2.39255 1.61801  -0.3515
6 O 2.38531 0.78484 -0.59564  -0.8974
7 S 1.30969 -0.13566 -0.84890  1.4609
8 H -2.15183 0.88952 -0.07247  0.2394
9 H -0.34873 1.52353 -1.89942  0.2435
10 H -1.18378 -0.89254 1.59328  0.2352

Calculated values
LUMO energy: -0.05806 hartree
Kohn-Sham gap: 8.5 eV

=====

Which structure loses on stability? entry 3 does.

=====

Entry 1
# C3H3NO2S

One molecule with the formula C3H3NO2S (ωB97M-V/def2-TZVPD, the Open Molecules 2025 dataset).

Each line ends with the natural charge from an NBO analysis.
CARTESIAN COORDINATES (ANGSTROEM)
1 C -1.82014 0.12727 -0.39049  0.3315
2 C -0.44161 0.66929 -0.01704  0.4327
3 C 0.59897 -0.45962 0.05069  0.0071
4 N 1.87899 -0.13042 0.25207  -0.7418
5 O -2.81487 0.22858 0.30677  -0.4837
6 O -0.11189 1.84564 0.05253  -0.4728
7 S -0.09403 -1.96660 -0.03014  -0.0463
8 H -1.88453 -0.28956 -1.32867  0.1447
9 H 2.22666 0.82649 0.53672  0.4256
10 H 2.46245 -0.85106 0.56756  0.4029

Calculated values
SMILES: NC(=S)C(=O)C=O
LUMO energy: -0.04764 hartree
Kohn-Sham gap: 8.0 eV

=====

Entry 2
# C3H3NO2S

One molecule with the formula C3H3NO2S (ωB97M-V/def2-TZVPD, the Open Molecules 2025 dataset).

Each line ends with the natural charge from an NBO analysis.
CARTESIAN COORDINATES (ANGSTROEM)
1 C 1.52874 -0.45143 0.46722  -0.3494
2 C 0.32244 -0.04408 -0.50263  0.2698
3 C -1.64976 0.67328 0.28086  0.2890
4 H 1.46099 -1.36761 1.41250  0.2587
5 H 0.71103 0.23013 -1.53324  0.2111
6 H -2.35010 1.37016 0.60535  0.2098
7 N -1.85653 -0.50893 0.10603  -0.1320
8 O -0.39427 1.12766 -0.26226  -0.4998
9 O -0.74201 -1.15192 -0.47971  -0.3684
10 S 2.96946 0.12276 -0.09412  0.1112

Calculated values
SMILES: S=C[C@@H]1OC=NO1
LUMO energy: -0.03853 hartree
Kohn-Sham gap: 8.2 eV

=====

Which structure loses on stability? entry 2 does.